[1]
{
  "formula": "C24H35Cl3N3O11P2V",
  "method": "ωB97M-V/def2-TZVPD",
  "multiplicity": 4,
  "total_charge": -1,
  "relative_energy_kj_mol": 38.2,
  "gap_ha": [0.215, 0.294],
  "max_force_ev_per_a": 1.45,
  "energy_ev": -134294.2859,
  "species": ["V", "C", "N", "C", "C", "C", "N", "C", "C", "H", "H", "H", "H", "H", "H", "H", "H", "H", "H", "H", "H", "H", "H", "H", "H", "N", "C", "C", "P", "O", "O", "O", "P", "O", "O", "O", "H", "H", "H", "H", "H", "H", "H", "H", "Cl", "C", "C", "C", "Cl", "C", "O", "C", "C", "O", "C", "H", "H", "H", "C", "C", "C", "C", "Cl", "C", "C", "C", "O", "C", "C", "O", "O", "H", "H", "H", "H", "H", "H", "H", "H"],
  "positions_angstrom": [[0.241, 0.279, -0.100], [1.692, -2.412, -0.628], [1.969, -0.991, -0.917], [3.246, -0.654, -0.261], [2.045, -0.830, -2.371], [2.116, 0.632, -2.737], [0.836, 1.262, -2.434], [0.970, 2.713, -2.333], [-0.161, 0.944, -3.455], [2.493, -3.037, -1.045], [0.737, -2.690, -1.066], [1.647, -2.552, 0.448], [4.049, -1.280, -0.674], [3.156, -0.844, 0.806], [3.488, 0.395, -0.389], [1.133, -1.269, -2.778], [2.894, -1.393, -2.784], [2.397, 0.746, -3.796], [2.879, 1.137, -2.147], [1.300, 3.145, -3.290], [1.682, 2.965, -1.553], [0.005, 3.143, -2.069], [0.174, 1.289, -4.445], [-1.101, 1.434, -3.213], [-0.353, -0.126, -3.505], [-0.227, 2.070, 3.646], [1.112, 1.707, 3.098], [2.204, 2.095, 4.104], [1.188, -0.155, 2.914], [-0.041, -0.639, 3.841], [2.483, -0.652, 3.408], [0.777, -0.617, 1.500], [1.377, 2.706, 1.531], [-0.049, 3.412, 1.316], [2.439, 3.705, 1.741], [1.542, 1.716, 0.369], [-0.325, 1.614, 4.551], [-1.665, 1.839, 2.974], [-0.239, 3.074, 3.804], [2.064, 1.548, 5.040], [2.165, 3.170, 4.288], [3.191, 1.852, 3.720], [-0.833, -0.675, 3.271], [-0.570, 2.929, 0.633], [-5.984, -0.508, -3.920], [-4.471, -0.623, -3.048], [-3.760, -1.811, -3.111], [-2.562, -1.887, -2.407], [-1.674, -3.386, -2.458], [-2.049, -0.845, -1.636], [-0.948, -1.008, -0.941], [-2.801, 0.378, -1.604], [-2.339, 1.506, -0.904], [-1.127, 1.631, -0.383], [-4.021, 0.452, -2.318], [-4.125, -2.658, -3.672], [-2.990, 2.375, -0.827], [-4.592, 1.372, -2.294], [-7.208, -0.416, -0.580], [-6.196, -1.502, -0.362], [-6.364, -2.771, -0.894], [-5.416, -3.756, -0.666], [-5.646, -5.337, -1.371], [-4.287, -3.503, 0.087], [-4.098, -2.232, 0.615], [-5.047, -1.248, 0.392], [-4.910, 0.045, 0.837], [-4.436, 0.289, 2.142], [-2.941, 0.588, 2.236], [-2.683, 1.751, 2.774], [-2.087, -0.219, 1.914], [-7.998, -0.757, -1.248], [-6.739, 0.464, -1.020], [-7.653, -0.106, 0.367], [-7.235, -2.991, -1.498], [-3.541, -4.272, 0.230], [-3.189, -1.990, 1.150], [-4.626, -0.573, 2.791], [-4.985, 1.151, 2.517]],
  "lowdin_charge": [1.04, -0.08, -0.30, -0.07, -0.18, -0.18, -0.27, -0.08, -0.06, 0.09, 0.05, 0.09, 0.10, 0.08, 0.08, 0.11, 0.13, 0.13, 0.11, 0.09, 0.08, 0.09, 0.10, 0.09, 0.08, 0.00, -0.52, -0.12, 0.39, -0.14, -0.28, -0.39, 0.36, -0.16, -0.29, -0.40, 0.10, 0.07, 0.10, 0.08, 0.07, 0.08, 0.04, 0.03, 0.64, -0.68, -0.15, -0.58, 0.70, -0.39, -0.20, -0.18, -0.17, -0.27, -0.08, 0.10, 0.13, 0.11, -0.04, -0.21, -0.08, -0.67, 0.63, -0.11, 0.01, -0.23, -0.04, -0.07, -0.49, 0.10, 0.05, 0.07, 0.07, 0.08, 0.11, 0.10, 0.11, 0.15, 0.13]
}



[2]
{
  "formula": "C5H12O2",
  "method": "ωB97M-V/def2-TZVPD",
  "smiles": "C=C/C=C/C.O.O",
  "multiplicity": 1,
  "total_charge": 0,
  "relative_energy_kj_mol": 183.0,
  "gap_ha": 0.329,
  "max_force_ev_per_a": 0.93,
  "energy_ev": -9473.2392,
  "species": ["C", "C", "C", "C", "C", "H", "H", "H", "H", "H", "H", "H", "H", "O", "H", "H", "O", "H", "H"],
  "positions_angstrom": [[-0.063, -1.338, 2.389], [0.824, -0.843, 1.540], [0.861, 0.499, 0.971], [1.715, 0.749, -0.009], [1.839, 1.995, -0.806], [-0.077, -2.376, 2.696], [-0.906, -0.830, 2.837], [1.521, -1.532, 1.068], [0.273, 1.271, 1.446], [2.433, -0.029, -0.246], [1.087, 2.743, -0.582], [1.804, 1.826, -1.875], [2.841, 2.435, -0.679], [-1.615, -1.332, -2.501], [-1.687, -2.037, -3.152], [-1.008, -0.696, -2.905], [-3.151, -0.319, 0.268], [-4.039, -0.002, 0.088], [-2.652, -0.183, -0.548]],
  "lowdin_charge": [0.00, -0.20, -0.13, -0.18, -0.11, 0.05, 0.06, 0.10, 0.11, 0.10, 0.07, 0.06, 0.08, -0.05, 0.04, 0.04, -0.07, 0.03, 0.01]
}



[3]
{
  "formula": "C4H11ClGaIOP",
  "method": "ωB97M-V/def2-TZVPD",
  "multiplicity": 1,
  "total_charge": -1,
  "gap_ha": 0.246,
  "max_force_ev_per_a": 0.42,
  "energy_ev": -88665.3069,
  "species": ["C", "C", "C", "I", "Ga", "Cl", "P", "C", "O", "H", "H", "H", "H", "H", "H", "H", "H", "H", "H", "H"],
  "positions_angstrom": [[-2.040, 0.728, 1.161], [-1.268, -0.377, 0.441], [-1.044, -0.079, -1.049], [-2.633, -0.961, -2.223], [0.787, -0.609, -1.790], [1.383, 1.093, -3.175], [2.497, -0.647, -0.151], [2.139, 0.922, 0.749], [1.859, -1.722, 1.016], [-2.075, 0.565, 2.238], [-3.059, 0.781, 0.775], [-1.562, 1.695, 0.985], [-0.302, -0.519, 0.929], [-1.827, -1.308, 0.547], [-1.181, 0.988, -1.222], [0.758, -1.982, -2.594], [2.712, 1.694, 0.236], [1.087, 1.209, 0.783], [2.509, 0.847, 1.772], [1.260, -2.318, 0.571]],
  "lowdin_charge": [-0.13, -0.44, -0.86, 0.64, -0.17, -0.07, 0.64, -0.39, -0.46, 0.06, 0.06, 0.07, 0.05, 0.07, 0.00, -0.09, 0.02, 0.00, 0.02, -0.01]
}



Please write out number 3 again, unchanged.
{
  "formula": "C4H11ClGaIOP",
  "method": "ωB97M-V/def2-TZVPD",
  "multiplicity": 1,
  "total_charge": -1,
  "gap_ha": 0.246,
  "max_force_ev_per_a": 0.42,
  "energy_ev": -88665.3069,
  "species": ["C", "C", "C", "I", "Ga", "Cl", "P", "C", "O", "H", "H", "H", "H", "H", "H", "H", "H", "H", "H", "H"],
  "positions_angstrom": [[-2.040, 0.728, 1.161], [-1.268, -0.377, 0.441], [-1.044, -0.079, -1.049], [-2.633, -0.961, -2.223], [0.787, -0.609, -1.790], [1.383, 1.093, -3.175], [2.497, -0.647, -0.151], [2.139, 0.922, 0.749], [1.859, -1.722, 1.016], [-2.075, 0.565, 2.238], [-3.059, 0.781, 0.775], [-1.562, 1.695, 0.985], [-0.302, -0.519, 0.929], [-1.827, -1.308, 0.547], [-1.181, 0.988, -1.222], [0.758, -1.982, -2.594], [2.712, 1.694, 0.236], [1.087, 1.209, 0.783], [2.509, 0.847, 1.772], [1.260, -2.318, 0.571]],
  "lowdin_charge": [-0.13, -0.44, -0.86, 0.64, -0.17, -0.07, 0.64, -0.39, -0.46, 0.06, 0.06, 0.07, 0.05, 0.07, 0.00, -0.09, 0.02, 0.00, 0.02, -0.01]
}